(1)
Formula: C26H25AsN4NiS
Source: the Open Molecules 2025 dataset
Level of theory: ωB97M-V/def2-TZVPD

Structure (XYZ):
```
58
Properties=species:S:1:pos:R:3
Ni 0.17147 0.26158 -1.37131
C 2.26476 -0.68601 -4.88049
C 1.47470 -0.67587 -3.61780
N 0.94943 0.37456 -3.10268
N 1.08085 1.61049 -3.67444
C 0.54229 2.64669 -3.00196
N 0.61661 3.85367 -3.53232
S -0.22569 2.38616 -1.49777
C 1.18154 -1.88618 -2.81952
C 1.54260 -3.15475 -3.20939
C 1.10849 -4.24474 -2.45480
C 0.30251 -4.01364 -1.36514
C -0.00364 -2.70070 -1.01578
N 0.45237 -1.65332 -1.69331
H 1.82440 -0.03531 -5.63717
H 2.31388 -1.67969 -5.31309
H 3.28751 -0.35329 -4.68403
H 1.54706 1.71204 -4.56524
H 1.02590 4.03877 -4.43512
H 0.22105 4.63560 -3.03281
H 2.14029 -3.31271 -4.09426
H 1.38246 -5.25033 -2.74307
H -0.09425 -4.82310 -0.76943
H -0.62887 -2.49869 -0.16116
C -1.31514 -3.69840 3.11686
C -0.01659 -3.20952 3.03112
C 0.23183 -2.01119 2.37949
C -0.82783 -1.30099 1.81763
C -2.12948 -1.78194 1.91124
C -2.36899 -2.98523 2.56259
As -0.44872 0.32491 0.85742
C 1.00805 1.08067 1.85316
C 0.97726 1.02345 3.24587
C 2.02404 1.56025 3.97802
C 3.10390 2.14177 3.32522
C 3.14045 2.18899 1.93959
C 2.09156 1.65913 1.20127
C -1.98691 1.45162 1.08947
C -3.08623 1.23043 0.26088
C -4.22150 2.01326 0.39896
C -4.25190 3.02327 1.35190
C -3.15051 3.25347 2.16345
C -2.01224 2.46883 2.03661
H -1.50746 -4.63052 3.63108
H 0.80010 -3.75660 3.48320
H 1.24349 -1.62544 2.32519
H -2.95781 -1.21930 1.49865
H -3.38097 -3.35770 2.64721
H 0.14646 0.55422 3.75998
H 1.99982 1.52127 5.05863
H 3.92115 2.55603 3.90003
H 3.98531 2.63771 1.43467
H 2.11788 1.70468 0.11863
H -3.06028 0.45229 -0.49542
H -5.07905 1.83892 -0.23681
H -5.13712 3.63560 1.45857
H -3.17547 4.04604 2.89901
H -1.15483 2.65886 2.66871
```

multiplicity	1
DFT total energy	-5366.5886	hartree
maximum force	0.54	eV/A
total charge	+2

(2)
Formula: C26H25CdN6O4S5
Source: the Open Molecules 2025 dataset
Level of theory: ωB97M-V/def2-TZVPD

Structure (XYZ):
```
67
Properties=species:S:1:pos:R:3
Cd 0.12635 0.09757 -0.65459
C 2.90572 -5.41630 1.30317
C 2.10106 -5.03970 0.06001
N 0.79530 -4.51535 0.39393
C 0.48696 -3.21628 0.54617
S 1.68713 -2.02278 0.44772
N -0.84842 -3.04100 0.73470
N -1.21066 -1.84403 0.99302
C -2.50448 -1.55787 0.85249
C -3.52632 -2.53198 0.32947
C -2.81172 -0.21729 1.12481
C -3.94660 0.49777 0.43510
C -4.69242 1.45077 1.32853
C -4.04596 2.60980 1.41185
C -2.77401 2.56248 0.62141
N -1.99756 0.53781 1.87782
H 3.88881 -5.79538 1.01873
H 2.39028 -6.18631 1.88081
H 3.03655 -4.53514 1.93127
H 1.96264 -5.90699 -0.58694
H 2.63286 -4.27056 -0.49724
H 0.01102 -5.14718 0.43779
H -3.12723 -3.53621 0.43660
H -3.71674 -2.35971 -0.73213
H -4.46384 -2.45057 0.88163
H -4.55147 -0.17692 -0.16084
H -5.61326 1.17904 1.82487
H -4.34737 3.46906 1.99242
H -2.40649 3.50004 0.21428
O 3.88575 -3.35861 -4.91291
C 3.04818 -2.66362 -4.37948
S 1.55825 -3.27993 -3.66837
C 0.86873 -1.73212 -3.16565
C 1.62353 -0.63033 -3.40412
S 1.23946 0.97806 -2.92379
S 3.17581 -0.91480 -4.20539
S -0.65513 -1.75022 -2.36275
O 5.82896 4.39124 1.03816
C 5.21213 4.25459 -0.24202
C 4.16092 3.18613 -0.13869
C 4.40903 1.89194 -0.57468
C 3.40109 0.95240 -0.45593
N 2.22746 1.22722 0.09802
C 1.98663 2.45129 0.55286
C 2.92916 3.46909 0.42751
C 0.68540 2.65894 1.24309
C 0.64389 3.55493 2.29128
C -0.50726 3.55896 3.11790
C -0.55996 4.43406 4.34859
O 0.70141 4.88662 4.81165
C -1.55185 2.75972 2.81768
C -1.58971 1.96923 1.55563
N -0.34031 1.88626 0.86050
H 6.48714 5.09004 0.99190
H 5.95129 3.97232 -0.99828
H 4.74924 5.20023 -0.54428
H 5.35511 1.62849 -1.02915
H 3.53175 -0.05879 -0.82553
H 2.70007 4.47291 0.75926
H 1.50638 4.14704 2.55183
H -1.08985 3.89936 5.14591
H -1.13182 5.33494 4.11731
H 1.29998 4.13218 4.82904
H -2.42063 2.69290 3.46323
H -1.19156 0.01474 2.21250
O -2.54408 1.27145 -1.43678
C -3.04920 1.47910 -0.37375
```

multiplicity	1
relative energy (zero: lowest compared OMol25 entry of this formula, charge and spin)	2.657	eV
DFT total energy	-3794.0072	hartree
maximum force	1.58	eV/A
total charge	-1